16
Properties=species:S:1:pos:R:3:forces:R:3:lowdin_charge:R:1 method="wB97M-V/def2-TZVPD" e_above_lowest_kj_mol=54.4 homo_ev=-11.68 gap_ev=12.8 total_charge=0 smiles=CC.CC spin_multiplicity=1 e_tot_ha=-159.56427
C -0.512 -1.769 0.417 0.8 -0.9 0.4 -0.1513
C 0.949 -2.335 0.551 -1.8 0.7 1.0 -0.1482
H 0.341 2.118 0.862 -0.5 0.0 0.5 0.0584
H 1.286 -1.964 1.522 0.7 0.5 -0.4 0.0548
H -0.210 2.557 -1.948 0.4 0.0 -0.2 0.0549
C -0.504 2.300 0.184 2.7 -0.1 -0.2 -0.1569
H -0.458 -0.819 -0.107 -0.3 0.1 0.0 0.0251
H 0.957 -3.405 0.741 0.1 -0.2 -0.8 0.0548
H -0.496 0.925 -1.465 0.2 0.0 -0.2 0.0410
H 1.484 -1.950 -0.307 0.7 -0.5 0.1 0.0547
H -0.918 -1.632 1.419 -0.2 0.2 -0.1 0.0575
H -1.176 -2.467 -0.092 0.0 0.2 -0.3 0.0574
H -1.359 1.768 0.568 -0.4 0.1 -0.2 0.0537
H 1.109 1.554 -1.239 0.1 0.4 0.3 0.0587
H -0.585 3.380 0.174 -0.6 0.1 0.1 0.0526
C 0.060 1.825 -1.187 -1.9 -0.4 -0.1 -0.1673



16
Properties=species:S:1:pos:R:3:forces:R:3:lowdin_charge:R:1 method="wB97M-V/def2-TZVPD" e_above_lowest_kj_mol=31.1 homo_ev=-11.75 gap_ev=12.9 total_charge=0 smiles=CC.CC spin_multiplicity=1 e_tot_ha=-159.57313
H -1.261 -0.611 2.095 0.0 -0.2 -0.1 0.0601
C 0.505 -1.934 2.115 -0.5 1.0 0.9 -0.1500
H 0.145 0.274 2.466 0.5 -0.1 -0.1 0.0603
H 1.314 1.605 -1.715 0.1 -0.1 0.2 0.0620
H -0.236 -2.691 2.354 0.0 -0.3 -0.4 0.0574
H 1.177 -1.932 2.973 0.1 0.2 -0.1 0.0585
H -0.104 -0.344 0.819 0.0 0.4 -0.3 0.0235
H -0.748 2.653 -2.105 0.3 0.0 0.1 0.0599
H 0.842 0.500 -2.949 -0.3 0.1 -0.2 0.0607
H 1.072 -2.160 1.239 0.4 -0.6 -0.4 0.0454
H 0.619 0.040 -1.301 -0.2 0.1 0.1 0.0414
C 0.537 0.889 -1.979 0.6 0.0 0.1 -0.1696
C -0.192 -0.570 1.868 -0.5 -0.4 0.5 -0.1540
H -1.420 1.442 -1.076 0.2 -0.3 0.1 0.0568
C -0.818 1.570 -1.976 -0.7 0.5 -0.5 -0.1718
H -1.433 1.270 -2.827 -0.1 -0.3 0.1 0.0594



16
Properties=species:S:1:pos:R:3:forces:R:3:lowdin_charge:R:1 method="wB97M-V/def2-TZVPD" e_above_lowest_kj_mol=41.5 homo_ev=-11.74 gap_ev=12.9 total_charge=0 smiles=CC.CC spin_multiplicity=1 e_tot_ha=-159.56918
C 0.205 -2.397 -0.521 -1.2 -0.4 -0.5 -0.1565
H -1.792 -2.809 -1.223 -0.5 0.5 -0.1 0.0555
H 0.517 1.070 0.028 0.7 0.4 0.1 0.0458
H -0.644 -2.688 -2.512 0.0 0.2 -0.1 0.0533
H -1.094 -1.170 -1.764 -0.7 0.1 0.1 0.0492
H 1.116 3.658 0.845 0.3 -0.2 -0.1 0.0581
C -0.949 -2.224 -1.572 1.7 -0.5 0.3 -0.1520
H -0.741 1.203 1.147 0.0 0.3 0.5 0.0579
H 0.799 -3.248 -0.835 0.3 0.0 0.2 0.0527
H -0.559 2.435 -0.089 -0.3 -0.4 -0.1 0.0589
C -0.006 1.818 0.627 -0.9 0.5 -0.6 -0.1776
H 0.099 3.334 2.172 0.1 -0.3 0.4 0.0611
H 0.830 -1.522 -0.372 0.0 0.0 -0.2 0.0431
H -0.281 -2.646 0.420 0.3 0.1 0.2 0.0539
H 1.622 2.341 1.935 0.0 0.4 0.5 0.0575
C 0.772 2.838 1.477 -0.1 -0.7 -0.7 -0.1607



16
Properties=species:S:1:pos:R:3:forces:R:3:lowdin_charge:R:1 method="wB97M-V/def2-TZVPD" e_above_lowest_kj_mol=62.0 s2=0.75 homo_ev="-16.85 / -14.74" gap_ev="14.0 / 3.3" total_charge=+1 spin_multiplicity=2 e_tot_ha=-159.14624
H 0.736 -2.234 -2.808 0.1 0.3 -0.5 0.1263
C 0.030 -1.393 -2.657 -0.4 0.2 1.5 -0.0709
H 0.697 -0.115 -1.001 0.0 0.1 -0.1 0.0955
H 0.741 2.125 2.896 -0.1 0.4 0.2 0.1227
H -0.881 -0.756 -0.713 -0.4 0.2 0.2 0.1224
C 0.084 -0.997 -1.211 0.8 -0.8 -0.3 -0.0994
H 1.262 1.771 1.204 -0.2 0.3 -0.1 0.0837
H -0.914 -1.971 -2.767 0.0 0.1 -0.3 0.1310
H 0.376 -1.895 -0.629 -0.1 0.3 0.1 0.1168
C 0.651 1.446 2.039 0.4 -1.1 -0.4 -0.0808
H -0.817 -0.108 1.887 -0.2 -0.2 0.1 0.1283
H -1.415 1.355 2.547 -0.2 -0.3 0.1 0.1163
H 1.250 0.619 2.532 -0.3 0.2 -0.1 0.1435
H 0.119 -0.534 -3.308 0.1 -0.3 -0.4 0.0910
C -0.740 0.996 1.757 0.2 0.5 0.1 -0.1035
H -1.181 1.253 0.800 0.3 0.1 -0.1 0.0772



16
Properties=species:S:1:pos:R:3:forces:R:3:lowdin_charge:R:1 method="wB97M-V/def2-TZVPD" e_above_lowest_kj_mol=159.5 s2=0.75 homo_ev="-16.96 / -15.45" gap_ev="14.0 / 3.8" total_charge=+1 spin_multiplicity=2 e_tot_ha=-159.10910
H -1.401 -1.218 -2.177 -0.8 0.0 0.4 0.1299
C 1.307 0.533 1.584 -0.3 -2.2 1.3 -0.0305
H 3.111 -0.031 0.486 4.9 0.3 -0.1 0.0373
H -1.731 1.442 -1.297 -0.2 -1.7 -0.1 0.1178
H 0.429 1.015 1.227 -1.0 0.2 0.2 0.0405
H -1.790 -1.634 -0.498 -0.3 0.0 -0.3 0.1018
C -1.522 0.448 -0.776 1.7 0.6 -1.4 -0.0852
C -2.030 -0.910 -1.292 4.7 1.3 1.2 -0.0633
H 1.850 -1.224 0.514 0.6 0.5 0.0 0.1229
H -1.802 0.733 0.236 0.3 -0.2 1.0 0.0967
H -2.999 -0.785 -1.531 -3.5 -0.1 -1.2 0.0450
H 1.764 0.276 -0.505 -0.3 0.9 -0.3 0.1093
C 2.137 -0.149 0.431 -5.2 -1.9 1.1 -0.0040
H -0.325 0.364 -0.714 -1.7 -0.1 0.1 0.1057
H 1.936 1.380 1.843 0.7 0.4 0.2 0.1151
H 1.067 -0.239 2.470 0.6 1.8 -2.2 0.1610



16
Properties=species:S:1:pos:R:3:forces:R:3:lowdin_charge:R:1 method="wB97M-V/def2-TZVPD" e_above_lowest_kj_mol=196.6 s2=0.75 homo_ev="-16.75 / -14.87" gap_ev="13.8 / 3.5" total_charge=+1 spin_multiplicity=2 e_tot_ha=-159.09496
C 1.405 1.271 0.825 3.4 4.4 2.3 -0.0453
H 1.016 0.409 0.509 -2.3 -3.5 -2.0 0.0063
H -0.602 -0.365 -0.328 -0.3 -0.2 0.0 0.1057
H 0.297 2.417 2.125 -1.0 -0.3 0.3 0.1389
H -1.881 -2.452 -0.027 -0.2 -1.0 -0.2 0.0915
H -0.341 2.223 0.228 0.4 1.0 2.3 0.1337
H 0.055 -1.040 -1.663 1.9 0.2 -1.6 0.0652
H -0.065 -3.009 -0.321 -2.2 0.4 -1.0 0.1368
H 1.768 0.764 1.783 0.6 0.6 -0.4 0.1639
H 2.326 1.742 0.333 -0.6 -1.1 0.7 0.1580
C 0.466 2.434 1.039 -2.9 -5.8 -2.2 -0.0522
H 0.837 3.324 0.899 2.3 4.8 -1.0 0.0200
H -1.755 -0.750 -1.586 0.0 0.4 0.0 0.1167
C -1.082 -2.593 -0.767 1.9 0.8 0.1 -0.0794
C -0.831 -1.128 -1.141 -1.3 -0.9 1.3 -0.0859
H -1.409 -3.168 -1.692 0.3 0.2 1.4 0.1260



16
Properties=species:S:1:pos:R:3:forces:R:3:lowdin_charge:R:1 method="wB97M-V/def2-TZVPD" e_above_lowest_kj_mol=150.3 s2=0.75 homo_ev="-15.70 / -15.26" gap_ev="12.3 / 4.1" total_charge=+1 spin_multiplicity=2 e_tot_ha=-159.11260
C -0.473 1.463 0.809 2.1 3.1 1.9 -0.0185
H 0.246 -0.610 -1.322 -0.2 -1.0 -0.4 0.0783
H -0.756 0.931 0.004 -1.4 -2.1 -3.2 0.0362
H 1.539 2.080 -0.034 0.0 -0.5 0.2 0.1692
H 1.011 -2.888 -0.179 0.3 -1.1 -0.7 0.0705
H 0.516 3.047 -0.439 -0.5 1.0 -1.2 0.1563
H 0.717 3.183 1.445 0.2 -1.5 -3.0 0.1846
H 0.415 -1.720 0.651 -0.4 0.9 1.4 0.0426
C -0.387 -1.553 -1.290 3.9 -0.1 0.9 -0.1285
H -0.271 -2.074 -2.232 -0.7 0.2 -0.3 0.0876
C 0.062 -2.402 -0.098 -0.4 0.2 -0.4 -0.1256
H 0.074 0.603 1.288 0.3 -0.7 0.5 0.1745
H -1.253 1.716 1.566 0.8 0.1 -0.6 0.1437
H -0.773 -3.022 0.298 0.9 0.3 -0.2 0.1016
H -1.271 -1.208 -0.936 -3.5 0.8 -0.3 0.0205
C 0.603 2.453 0.469 -1.5 0.5 5.3 0.0069



16
Properties=species:S:1:pos:R:3:forces:R:3:lowdin_charge:R:1 method="wB97M-V/def2-TZVPD" e_above_lowest_kj_mol=52.5 s2=0.75 homo_ev="-15.90 / -15.61" gap_ev="12.7 / 4.5" total_charge=+1 spin_multiplicity=2 e_tot_ha=-159.14983
C -0.315 1.525 0.555 -0.3 0.0 0.1 -0.0090
C -1.407 2.044 -0.283 1.4 0.0 0.9 -0.0303
H 0.461 2.191 0.929 -0.3 0.4 0.1 0.1195
H 1.120 -0.729 -1.471 -0.6 -0.2 0.2 0.0825
H 0.386 0.751 0.027 -0.2 -0.6 0.0 0.1643
H -0.610 -2.154 -0.230 0.2 -0.4 -0.1 0.0798
H -1.235 3.059 -0.609 -0.1 0.1 -0.4 0.1049
H -1.746 1.325 -1.040 -0.3 0.0 0.1 0.1351
H -2.262 2.082 0.445 -0.5 -0.1 -0.2 0.1727
H 0.688 -2.847 0.759 -0.1 -0.1 -0.1 0.0898
H 1.818 -2.282 -1.149 0.0 -0.1 -0.3 0.0996
H -0.079 -1.420 1.188 0.6 1.0 0.1 0.0526
H 2.196 -0.957 -0.105 0.2 -0.1 0.0 0.0806
C 1.370 -1.424 -0.649 0.6 1.3 0.9 -0.1466
C 0.315 -1.923 0.306 -1.1 -1.3 -0.4 -0.1669
H -0.700 0.760 1.327 0.6 0.0 -0.8 0.1715